No. 1
Computed, not measured: C46H80BO30PS6 as an isolated structure in a non-equilibrium geometry, with ωB97M-V/def2-TZVPD.

Element x y z (Å)
C1 12.600 4.777 -21.424
C2 13.736 4.707 -20.400
C3 13.594 3.475 -19.478
C4 14.791 3.400 -18.493
P1 14.900 2.112 -17.239
C5 16.057 0.794 -17.686
C6 15.716 0.179 -19.077
C7 16.688 -0.761 -19.747
C8 16.350 -2.255 -19.713
C9 15.440 2.850 -15.696
C10 16.710 3.678 -15.810
C11 17.117 4.216 -14.408
C12 18.609 4.210 -14.139
C13 13.205 1.475 -17.008
C14 13.147 0.458 -15.858
C15 13.572 -0.994 -16.032
C16 14.046 -1.634 -14.707
H1 12.750 4.260 -22.379
H2 12.487 5.779 -21.841
H3 11.723 4.313 -20.971
H4 13.693 5.629 -19.824
H5 14.658 4.505 -20.946
H6 13.669 2.606 -20.142
H7 12.623 3.345 -19.001
H8 14.695 4.283 -17.852
H9 15.689 3.466 -19.108
H10 15.982 -0.038 -16.985
H11 17.071 1.198 -17.676
H12 15.533 1.015 -19.764
H13 14.708 -0.240 -18.990
H14 17.712 -0.613 -19.397
H15 16.734 -0.499 -20.807
H16 16.151 -2.582 -18.684
H17 17.202 -2.864 -20.015
H18 15.463 -2.610 -20.237
H19 15.518 2.030 -14.968
H20 14.613 3.329 -15.154
H21 16.644 4.548 -16.464
H22 17.532 3.055 -16.170
H23 16.580 3.645 -13.648
H24 16.768 5.247 -14.335
H25 19.243 4.652 -14.908
H26 19.070 3.248 -13.893
H27 18.769 4.723 -13.185
H28 12.860 1.047 -17.956
H29 12.523 2.322 -16.911
H30 12.068 0.469 -15.669
H31 13.554 0.923 -14.954
H32 14.336 -1.217 -16.778
H33 12.662 -1.545 -16.280
H34 14.969 -1.139 -14.415
H35 14.114 -2.713 -14.833
H36 13.256 -1.496 -13.967
O1 15.146 0.077 -12.263
C17 14.682 0.803 -11.428
O2 14.690 0.628 -10.136
B1 14.007 1.794 -9.496
O3 13.568 2.678 -10.640
C18 13.867 2.052 -11.752
O4 13.658 2.419 -12.880
O5 14.808 2.465 -8.469
C19 14.183 2.550 -7.314
O6 14.662 2.877 -6.270
C20 12.799 1.835 -7.531
O7 12.734 1.473 -8.794
O8 11.917 1.818 -6.725
C21 11.787 5.604 -12.099
C22 11.205 5.042 -10.798
O9 9.831 4.832 -10.971
S1 9.338 5.154 -12.505
O10 8.200 5.991 -12.598
O11 9.382 3.952 -13.285
O12 10.652 6.056 -12.813
H37 12.280 4.811 -12.669
H38 12.442 6.462 -11.976
H39 11.351 5.696 -9.938
H40 11.768 4.118 -10.653
C23 8.836 0.922 -8.345
C24 8.776 0.315 -6.940
O13 7.776 -0.716 -6.992
S2 6.944 -0.603 -8.369
O14 5.953 0.428 -8.294
O15 6.595 -1.907 -8.827
O16 8.207 -0.063 -9.196
H41 9.886 0.846 -8.631
H42 8.486 1.927 -8.557
H43 8.410 1.015 -6.189
H44 9.706 -0.188 -6.692
C25 17.740 2.886 -10.369
C26 18.192 1.824 -9.348
O17 19.618 1.911 -9.309
S3 20.138 3.429 -9.813
O18 20.872 3.357 -11.042
O19 20.708 4.140 -8.719
O20 18.654 3.919 -10.082
H45 16.700 3.169 -10.233
H46 17.875 2.488 -11.378
H47 17.778 0.835 -9.541
H48 17.900 2.078 -8.325
C27 13.217 5.608 -4.779
C28 12.033 6.527 -5.025
O21 12.032 7.407 -3.920
S4 13.522 7.764 -3.431
O22 13.514 7.871 -2.009
O23 14.090 8.818 -4.216
O24 14.160 6.332 -3.970
H49 13.752 5.343 -5.686
H50 12.885 4.740 -4.205
H51 11.025 6.129 -5.079
H52 12.281 7.097 -5.928
O25 13.328 5.094 -8.517
S5 14.156 6.251 -8.801
O26 14.314 6.661 -10.163
O27 13.745 7.518 -7.860
C29 12.763 8.462 -8.382
C30 13.459 9.813 -8.214
C31 15.760 6.002 -8.013
H53 11.851 8.480 -7.789
H54 12.551 8.203 -9.418
H55 14.512 9.705 -8.477
H56 13.528 10.049 -7.149
H57 13.043 10.684 -8.717
H58 16.099 7.034 -7.948
H59 16.391 5.525 -8.760
H60 15.594 5.446 -7.098
O28 10.342 6.791 -7.823
S6 9.344 5.841 -7.392
O29 8.631 5.985 -6.150
O30 8.282 5.737 -8.635
C32 7.177 4.807 -8.525
C33 5.929 5.650 -8.325
C34 10.057 4.223 -7.321
H61 7.359 4.135 -7.681
H62 7.182 4.198 -9.428
H63 5.021 5.054 -8.257
H64 6.008 6.349 -9.161
H65 5.981 6.276 -7.434
H66 10.523 3.911 -8.251
H67 9.239 3.605 -6.962
H68 10.816 4.287 -6.542
C35 14.208 -2.837 -6.285
C36 15.247 -3.326 -5.501
C37 16.371 -2.540 -5.351
C38 16.561 -1.355 -6.051
C39 15.499 -0.886 -6.838
C40 14.365 -1.656 -6.991
H69 13.241 -3.324 -6.331
H70 15.227 -4.299 -5.030
H71 17.159 -2.777 -4.643
H72 17.443 -0.761 -5.860
H73 15.602 0.102 -7.269
H74 13.631 -1.332 -7.721
C41 15.430 -3.835 -9.601
C42 15.093 -5.165 -9.774
C43 15.294 -5.778 -11.018
C44 15.678 -4.993 -12.096
C45 15.745 -3.617 -11.935
C46 15.615 -3.020 -10.696
H75 15.294 -3.397 -8.621
H76 14.726 -5.770 -8.955
H77 15.083 -6.822 -11.210
H78 15.918 -5.368 -13.083
H79 15.868 -2.959 -12.789
H80 15.515 -1.944 -10.639

The molecular weight is 1347.30 g mol⁻¹. As for the net charge: 0. Its HOMO-LUMO gap is 8.64 eV. The calculation puts the total energy at -185401.11601 eV.

---

No. 2
Computed, not measured: C46H81Br2FIN6O5 as an isolated structure in a non-equilibrium geometry, with ωB97M-V/def2-TZVPD.

Element x y z (Å)
C1 1.709 3.061 1.762
C2 2.091 2.423 0.847
C3 2.522 1.639 -0.304
C4 2.225 2.375 -1.633
C5 1.323 1.642 -2.655
N1 0.447 0.569 -2.147
C6 0.963 -0.801 -2.211
C7 1.463 -1.211 -3.602
C8 -0.737 0.835 -1.701
N2 -1.662 -0.054 -1.266
C9 -1.409 -0.765 0.011
C10 -0.097 -0.477 0.724
C11 -0.184 -0.997 2.185
O1 0.760 -2.011 2.436
C12 0.373 -3.295 1.996
C13 -3.017 0.531 -1.561
C14 -4.091 -0.372 -0.895
C15 -5.417 0.149 -0.283
C16 -6.618 -0.705 -0.755
C17 -7.986 -0.053 -0.758
O2 -8.949 -0.694 -1.063
O3 -8.072 1.232 -0.354
C18 -8.934 2.046 -1.160
C19 -9.305 3.316 -0.397
C20 -3.209 0.302 -3.121
Br1 -1.890 -0.688 -4.088
C21 -4.294 0.628 -3.836
C22 -5.572 1.201 -3.316
Br2 -4.470 0.306 -5.691
C23 -2.699 2.062 -1.157
C24 -2.508 2.382 0.350
C25 -3.584 2.073 1.354
N3 -4.166 2.959 2.032
C26 -3.366 3.228 -1.969
I1 -5.076 4.141 -1.028
C27 -2.427 4.401 -2.327
C28 -1.772 4.267 -3.704
N4 -1.284 2.131 -1.690
F1 -0.401 2.873 -0.892
H1 1.324 3.663 2.551
H2 2.127 0.631 -0.251
H3 3.605 1.545 -0.216
H4 1.799 3.345 -1.425
H5 3.166 2.583 -2.126
H6 1.930 1.274 -3.471
H7 0.662 2.383 -3.093
H8 0.169 -1.476 -1.916
H9 1.760 -0.948 -1.490
H10 1.224 -0.474 -4.359
H11 2.546 -1.300 -3.585
H12 1.072 -2.178 -3.894
H13 -2.189 -0.510 0.720
H14 -1.494 -1.841 -0.144
H15 0.102 0.590 0.807
H16 0.748 -1.012 0.313
H17 0.035 -0.197 2.885
H18 -1.182 -1.384 2.415
H19 0.891 -3.570 1.075
H20 -0.698 -3.384 1.806
H21 0.631 -4.034 2.748
H22 -3.666 -1.026 -0.145
H23 -4.396 -1.079 -1.660
H24 -5.388 -0.002 0.791
H25 -5.624 1.203 -0.411
H26 -6.731 -1.524 -0.047
H27 -6.438 -1.172 -1.718
H28 -8.428 2.330 -2.082
H29 -9.846 1.521 -1.420
H30 -9.045 3.232 0.653
H31 -10.377 3.478 -0.448
H32 -8.838 4.199 -0.822
H33 -5.516 1.669 -2.353
H34 -5.919 1.957 -4.018
H35 -6.333 0.424 -3.355
H36 -1.660 1.836 0.756
H37 -2.340 3.452 0.423
H38 -3.766 1.015 1.545
H39 -4.807 2.546 2.704
H40 -3.650 2.817 -2.923
H41 -1.717 4.655 -1.545
H42 -3.048 5.285 -2.428
H43 -0.990 3.519 -3.740
H44 -2.535 3.946 -4.415
H45 -1.433 5.241 -4.040
C29 7.939 5.883 -1.805
C30 6.478 5.612 -2.207
C31 5.781 6.935 -2.523
C32 5.511 7.772 -1.272
C33 4.713 6.966 -0.247
C34 5.351 5.621 0.099
N5 5.738 4.871 -1.138
O4 4.698 4.290 -1.643
C35 6.574 5.832 1.014
C36 4.373 4.786 0.917
C37 6.569 4.747 -3.459
H46 8.480 6.273 -2.666
H47 8.058 6.623 -1.021
H48 8.434 4.963 -1.490
H49 4.831 6.737 -3.030
H50 6.395 7.502 -3.225
H51 6.448 8.125 -0.836
H52 4.951 8.668 -1.546
H53 4.587 7.545 0.670
H54 3.708 6.794 -0.647
H55 7.143 4.908 1.118
H56 6.240 6.127 2.009
H57 7.246 6.617 0.683
H58 3.426 4.654 0.409
H59 4.165 5.286 1.863
H60 4.787 3.802 1.142
H61 7.033 3.786 -3.236
H62 7.180 5.255 -4.204
H63 5.594 4.562 -3.908
C38 2.796 -8.709 5.170
C39 1.964 -7.876 4.177
C40 0.728 -7.327 4.889
C41 -0.308 -8.411 5.184
C42 -0.695 -9.148 3.901
C43 0.504 -9.708 3.133
N6 1.572 -8.671 2.974
O5 1.265 -7.869 2.003
C44 1.058 -10.958 3.844
C45 0.048 -10.195 1.763
C46 2.885 -6.739 3.754
H64 3.196 -8.052 5.942
H65 2.233 -9.474 5.696
H66 3.639 -9.185 4.668
H67 0.264 -6.551 4.271
H68 1.036 -6.842 5.817
H69 0.071 -9.113 5.930
H70 -1.197 -7.956 5.624
H71 -1.380 -9.966 4.132
H72 -1.244 -8.456 3.254
H73 2.015 -11.255 3.414
H74 0.366 -11.790 3.715
H75 1.182 -10.840 4.917
H76 -0.454 -9.417 1.192
H77 -0.658 -11.014 1.892
H78 0.891 -10.562 1.176
H79 3.755 -7.117 3.217
H80 3.243 -6.204 4.633
H81 2.380 -6.014 3.117

The multiplicity is 3. The molecular weight is 1103.90 g mol⁻¹. Its energy above the lowest of the compared OMol25 structures with the same formula, charge and spin is 0.0 kcal/mol. As for the net charge: +1. Its HOMO-LUMO gap (alpha / beta) is 6.67 / 7.59 eV. The calculation puts the total energy at -219080.81156 eV.

---

No. 3
Computed, not measured: a 10-piece molecular cluster, C46H82FN10O2 overall in a non-equilibrium geometry, with ωB97M-V/def2-TZVPD.

Element x y z (Å)
C1 2.541 -0.443 5.539
C2 2.389 -1.255 4.241
O1 1.630 -2.434 4.365
C3 0.235 -2.108 4.383
C4 -0.702 -3.362 4.291
F1 0.193 -4.476 4.018
C5 -1.315 -3.601 5.666
C6 -2.652 -2.871 5.888
N1 -2.720 -1.516 5.300
C7 -2.187 -0.490 6.192
C8 -1.664 0.706 5.349
C9 -4.071 -1.241 4.979
C10 -4.473 -1.368 3.522
O2 -4.908 -0.947 5.765
H1 1.756 -0.635 6.266
H2 2.467 0.616 5.283
H3 3.504 -0.569 6.032
H4 3.373 -1.525 3.868
H5 1.950 -0.600 3.486
H6 -0.028 -1.455 3.549
H7 0.028 -1.638 5.353
H8 -0.585 -3.432 6.488
H9 -1.539 -4.665 5.704
H10 -2.878 -2.866 6.959
H11 -3.420 -3.477 5.408
H12 -2.923 -0.104 6.902
H13 -1.348 -0.858 6.769
H14 -0.681 1.024 5.684
H15 -2.371 1.532 5.341
H16 -1.537 0.349 4.333
H17 -4.674 -0.383 3.122
H18 -5.394 -1.940 3.535
H19 -3.703 -1.887 2.960
C11 -8.802 -3.266 1.304
C12 -7.899 -4.073 0.381
C13 -6.411 -3.902 0.702
C14 -6.005 -2.498 0.555
N2 -5.696 -1.412 0.432
H20 -8.617 -2.193 1.205
H21 -9.849 -3.440 1.059
H22 -8.648 -3.547 2.343
H23 -8.086 -3.776 -0.655
H24 -8.159 -5.130 0.464
H25 -5.805 -4.509 0.029
H26 -6.201 -4.221 1.723
C15 4.629 -3.917 0.895
C16 3.327 -3.335 0.359
C17 3.485 -1.903 -0.166
C18 3.933 -1.012 0.911
N3 4.266 -0.336 1.762
H27 4.998 -3.348 1.749
H28 4.475 -4.943 1.230
H29 5.405 -3.924 0.125
H30 2.574 -3.353 1.149
H31 2.956 -3.966 -0.452
H32 2.533 -1.534 -0.547
H33 4.213 -1.865 -0.979
C19 1.625 1.749 -2.031
C20 0.210 1.188 -1.958
C21 -0.561 1.705 -0.739
C22 0.129 1.337 0.504
N4 0.686 1.050 1.455
H34 2.219 1.440 -1.168
H35 2.134 1.386 -2.925
H36 1.615 2.838 -2.066
H37 0.259 0.097 -1.929
H38 -0.340 1.459 -2.862
H39 -1.569 1.288 -0.721
H40 -0.647 2.792 -0.775
C23 2.487 4.284 1.787
C24 3.953 4.384 1.379
C25 4.212 5.480 0.335
C26 3.449 5.209 -0.889
N5 2.840 5.000 -1.830
H41 1.854 4.014 0.941
H42 2.355 3.515 2.547
H43 2.129 5.232 2.197
H44 4.279 3.420 0.986
H45 4.560 4.592 2.262
H46 5.272 5.522 0.082
H47 3.920 6.458 0.719
C27 5.668 6.768 -6.433
C28 5.363 5.770 -5.321
C29 4.475 6.348 -4.214
C30 5.136 7.497 -3.577
N6 5.648 8.389 -3.085
H48 6.225 7.629 -6.052
H49 6.273 6.301 -7.199
H50 4.748 7.130 -6.898
H51 6.305 5.422 -4.889
H52 4.866 4.901 -5.752
H53 4.277 5.598 -3.457
H54 3.518 6.674 -4.622
C31 -1.125 -8.564 6.358
C32 -1.351 -8.690 7.861
C33 -2.702 -8.122 8.308
C34 -2.790 -6.694 7.980
N7 -2.858 -5.592 7.698
H55 -1.107 -7.521 6.040
H56 -0.168 -9.004 6.078
H57 -1.910 -9.080 5.799
H58 -0.545 -8.174 8.388
H59 -1.299 -9.743 8.149
H60 -2.828 -8.242 9.385
H61 -3.520 -8.647 7.813
C35 5.435 9.412 -11.693
C36 5.360 9.773 -10.214
C37 6.398 9.032 -9.365
C38 6.196 7.580 -9.451
N8 6.041 6.458 -9.566
H62 5.224 8.355 -11.858
H63 4.701 9.983 -12.262
H64 6.424 9.631 -12.101
H65 4.358 9.552 -9.841
H66 5.515 10.847 -10.098
H67 6.316 9.331 -8.319
H68 7.408 9.265 -9.704
C39 -13.360 -4.594 0.974
C40 -12.940 -5.938 0.391
C41 -12.271 -6.853 1.422
C42 -11.054 -6.226 1.956
N9 -10.117 -5.727 2.369
H69 -12.499 -4.027 1.332
H70 -13.856 -3.988 0.216
H71 -14.053 -4.727 1.808
H72 -12.257 -5.769 -0.445
H73 -13.819 -6.446 -0.012
H74 -12.000 -7.805 0.967
H75 -12.951 -7.057 2.251
C43 5.657 1.850 -9.125
C44 6.509 2.835 -8.334
C45 6.782 2.367 -6.899
C46 5.524 2.210 -6.155
N10 4.546 2.108 -5.580
H76 4.668 1.729 -8.680
H77 5.514 2.207 -10.145
H78 6.133 0.868 -9.174
H79 6.011 3.806 -8.315
H80 7.464 2.976 -8.844
H81 7.405 3.094 -6.377
H82 7.308 1.411 -6.899

The molecular weight is 826.23 g mol⁻¹. As for the net charge: -1. Its HOMO-LUMO gap is 2.60 eV. The calculation puts the total energy at -70741.11416 eV.